[1]
Computed, not measured: a cluster of 6 separate species, C24H31ClF16NO14S in total, with wB97M-V/def2-TZVPD.

```
! RIJCOSX wB97M-V def2-TZVPD def2/J DEFGRID3
* xyz -1 1
Cl 1.80 -1.33 -0.73
S 0.82 1.10 -3.00
F 1.08 2.95 2.87
F 0.92 4.49 1.34
F -4.91 -7.78 2.71
F 4.39 7.28 1.77
F -0.60 -1.83 1.23
F 0.11 -4.75 -10.03
F 2.50 8.23 1.33
F -4.87 -6.62 4.52
F 2.30 1.09 -2.46
F -0.24 -2.54 3.24
F -1.68 -5.18 -8.91
F 4.33 9.38 1.28
F -4.99 -8.77 4.62
F 2.81 3.52 1.72
F -1.66 -3.57 -10.35
F 0.10 -3.84 1.57
O 3.67 6.56 -0.69
O -2.88 -2.54 2.84
O 0.89 0.58 -4.32
O 0.63 -3.20 -7.86
O -2.50 -9.04 3.68
O 3.12 5.24 3.80
O -2.27 0.00 -1.24
O -2.20 -6.88 4.18
O 4.23 8.64 -1.35
O -1.49 -2.48 -7.92
O 0.93 5.71 3.71
O -2.57 -4.35 1.54
O -1.95 0.52 -3.37
O 0.30 2.42 -2.99
N -0.08 0.01 -2.10
C 0.75 1.04 0.10
C -1.56 0.21 -2.23
C 3.72 6.08 -2.04
C -0.56 -0.29 -7.36
C 1.12 6.73 4.70
C 3.80 8.19 0.98
C -2.16 -3.38 2.10
C -0.48 -3.23 -8.31
C 3.95 7.85 -0.51
C 5.14 5.80 -2.47
C -0.93 -4.19 -9.41
C -0.25 2.21 0.05
C -1.24 -1.54 -6.84
C -4.28 -2.84 2.95
C -0.48 -9.39 5.00
C -2.91 -7.81 3.97
C -1.08 -9.24 3.61
C -4.44 -7.75 3.96
C 1.65 7.98 4.05
C -0.70 -2.90 2.04
C -4.51 -3.93 3.98
C 2.03 5.05 3.35
C 1.71 3.99 2.30
C 0.35 -0.19 -0.72
H 0.58 -9.62 4.93
H -4.77 -1.92 3.25
H 0.14 6.92 5.14
H 5.16 5.36 -3.47
H 1.76 6.38 5.50
H -4.07 -3.64 4.93
H -0.61 -8.42 3.06
H -0.30 2.61 1.05
H 0.43 -0.52 -7.76
H 1.00 8.29 3.23
H -0.93 -10.15 3.04
H -1.14 0.16 -8.16
H 0.09 3.03 -0.56
H 1.73 8.80 4.77
H -2.21 -1.29 -6.43
H -0.66 -2.02 -6.05
H -5.58 -4.11 4.11
H -4.04 -4.85 3.67
H -0.61 -8.48 5.58
H 5.74 6.72 -2.49
H -0.41 -0.72 -0.16
H -4.68 -3.12 1.97
H 0.80 0.71 1.14
H 1.75 1.41 -0.12
H 5.63 5.12 -1.78
H -0.98 -10.20 5.54
H 2.63 7.81 3.62
H 3.22 6.78 -2.71
H -1.27 1.91 -0.18
H 3.14 5.16 -2.05
H -0.45 0.43 -6.55
*
```

Its LUMO energy is 2.004 eV. The calculation puts the gap between HOMO and LUMO at 7.55 eV.

Mulliken atomic charge list, values in e, 2 entries: number 1, Cl, carries -0.27; number 2, S, carries 1.17

=====

[2]
Computed, not measured: an isolated molecule of C25H39N3O5S, with wB97M-V/def2-TZVPD.

```
! RIJCOSX wB97M-V def2-TZVPD def2/J DEFGRID3
* xyz 0 1
S -0.09 0.47 1.73
O 0.12 0.82 0.34
O 1.16 -1.74 -3.43
O 1.10 0.19 2.49
O -2.48 0.46 -0.87
O 0.58 -3.02 1.25
N 1.09 0.17 -2.23
N -1.26 -1.40 -1.20
N -1.07 -0.86 1.90
C -1.99 2.43 1.76
C 3.94 2.50 -0.50
C -0.91 1.96 3.86
C -1.65 -1.88 -3.63
C -1.06 1.73 2.51
C 2.50 0.50 -2.29
C 1.79 -3.44 -0.68
C -2.78 3.37 2.38
C 4.41 1.06 -0.74
C 2.67 2.80 -1.30
C -1.98 -0.56 -0.43
C 2.76 -3.56 0.49
C -0.69 -2.67 -0.77
C -1.59 -1.17 -4.98
C -1.70 2.92 4.47
C -2.23 -0.94 1.04
C 0.68 -2.56 -0.09
C 2.65 2.00 -2.60
C -2.65 3.63 3.74
C 0.55 -0.91 -2.79
C -3.49 4.67 4.41
C 1.91 -3.17 1.72
C -3.10 -2.18 -3.24
C 3.21 0.14 -0.97
C -0.98 -0.99 -2.57
H -0.50 -1.71 1.91
H 3.58 2.17 -3.15
H -1.09 -2.82 -3.71
H 2.22 -3.00 -1.58
H 3.61 -2.89 0.39
H -2.03 -1.80 -5.75
H -2.09 2.22 0.70
H 1.79 2.54 -0.72
H 4.98 0.71 0.12
H -0.17 1.40 4.40
H -1.39 0.02 -2.65
H 5.07 1.01 -1.61
H -0.56 -0.97 -5.25
H -0.59 -3.29 -1.67
H -2.96 -0.21 1.41
H -2.66 -1.94 1.12
H -3.64 -1.25 -3.07
H 3.53 -0.90 -1.00
H 1.37 -4.41 -0.94
H 3.15 -4.58 0.58
H -3.69 4.40 5.45
H 0.56 0.69 -1.54
H 2.61 3.87 -1.52
H 2.91 -0.10 -3.12
H 4.73 3.19 -0.78
H 2.51 0.27 -0.15
H -2.97 5.63 4.40
H -2.14 -0.23 -4.94
H -3.16 -2.78 -2.34
H -3.59 -2.72 -4.05
H 1.01 -1.51 -0.09
H -1.59 3.11 5.53
H -3.52 3.92 1.81
H 1.89 -3.93 2.50
H 2.25 -2.22 2.14
H -1.37 -3.17 -0.08
H 3.73 2.65 0.56
H -4.44 4.80 3.89
H 1.83 2.31 -3.24
*
```

Its LUMO energy is 0.627 eV. The calculation puts the gap between HOMO and LUMO at 9.65 eV.

Mulliken atomic charge list, values in e, 2 entries: number 1, S, carries 1.61; number 2, O, carries -0.69

=====

[3]
Computed, not measured: the ion C14H21O with charge +1, with wB97M-V/def2-TZVPD.

```
! RIJCOSX wB97M-V def2-TZVPD def2/J DEFGRID3
* xyz 1 1
O -1.40 2.05 1.04
C -1.00 -1.12 1.35
C -0.48 -2.98 -0.55
C -1.41 -1.97 0.20
C -1.66 1.80 -0.37
C -0.74 2.74 -1.12
C 1.68 -0.98 0.71
C 1.45 1.24 -0.83
C 0.48 1.96 -1.78
C 0.82 -0.05 -0.23
C 0.23 -0.32 1.05
C -0.71 3.18 1.06
C -0.22 3.71 -0.03
C 0.72 -3.33 0.29
C 1.86 -2.38 0.61
H 0.40 -3.51 1.29
H 0.49 0.41 1.98
H 2.58 -0.54 1.08
H 0.53 -0.66 -1.10
H -2.38 -2.57 0.38
H 2.36 0.80 -1.41
H -0.03 -2.86 -1.54
H 1.25 -4.31 0.14
H 0.22 4.64 -0.32
H -1.81 -1.36 -0.64
H -0.37 3.31 2.10
H -1.19 3.24 -1.90
H -1.50 0.77 -0.57
H -0.75 -1.57 2.39
H -1.84 -0.39 1.63
H 0.08 1.23 -2.51
H 1.94 1.90 0.02
H -2.70 1.92 -0.56
H 2.86 -2.74 1.00
H 1.13 2.83 -2.31
H -0.90 -4.10 -0.54
*
```

Its LUMO energy is -5.054 eV. The calculation puts the gap between HOMO and LUMO at 6.44 eV.

Mulliken atomic charge list, values in e, 2 entries: number 1, O, carries -0.37; number 2, C, carries -0.78

=====

[4]
Computed, not measured: a structure of composition C40H39N5O4S2V, with wB97M-V/def2-TZVPD.

```
! RIJCOSX wB97M-V def2-TZVPD def2/J DEFGRID3
* xyz -2 4
V -0.44 0.96 0.91
S 2.03 -1.62 -1.68
S -0.49 -2.77 -3.09
O 1.07 2.41 0.62
O -3.60 4.52 0.05
O 1.11 -0.31 1.62
O -1.82 2.54 0.79
N -0.45 -0.50 -2.00
N -0.08 0.68 -1.35
N -0.27 1.43 2.95
N -0.49 -3.25 1.70
N 0.75 0.78 3.64
C -1.83 3.31 3.07
C -0.88 -2.46 0.46
C -3.36 -2.63 0.47
C 4.77 -2.13 4.45
C 2.49 -3.95 -7.33
C -4.70 -0.74 1.06
C 1.81 -5.08 -6.88
C 1.37 -4.00 -4.76
C -2.25 -0.46 0.93
C -4.61 -2.09 0.71
C 0.52 1.33 -3.60
C 2.05 -2.87 -5.22
C 1.26 -5.10 -5.61
C 0.99 3.28 -0.30
C 2.60 -2.85 -6.49
C 1.32 4.64 -0.02
C -0.83 2.39 3.59
C 0.48 4.05 -2.57
C 0.33 1.62 -2.13
C 0.60 2.99 -1.65
C -2.22 3.35 1.70
C -3.55 0.04 1.15
C -3.66 5.26 2.28
C 1.20 5.65 -0.95
C 3.85 -1.54 5.32
C -2.22 -1.83 0.61
C -3.29 5.17 3.63
C 4.59 -2.01 3.08
C -2.61 4.50 -0.98
C 0.78 -4.02 -3.38
C 1.40 -0.03 2.84
C 3.49 -1.33 2.57
C -3.14 4.40 1.35
C 2.76 -0.85 4.81
C 0.95 -3.57 1.61
C -0.82 -2.55 2.98
C 0.75 5.37 -2.24
C 2.57 -0.74 3.43
C 0.39 -1.45 -2.15
C -2.37 4.22 4.00
H -5.51 -2.70 0.61
H 2.14 -2.01 -4.56
H 2.04 -0.37 5.46
H 1.56 -3.80 -2.64
H 3.98 -1.62 6.39
H -2.99 5.15 -1.78
H -0.11 -1.71 0.35
H -2.05 4.14 5.03
H 0.73 -5.98 -5.26
H -2.45 3.50 -1.35
H -3.27 -3.67 0.16
H -3.71 5.86 4.36
H 0.34 -4.99 -3.17
H 3.13 -1.97 -6.83
H 0.62 6.15 -2.97
H 1.26 -4.17 2.46
H -4.37 6.01 1.94
H -0.44 1.26 -4.11
H -0.33 -1.59 2.98
H -3.67 1.09 1.39
H 0.13 3.83 -3.57
H -0.47 -3.17 3.81
H 3.33 -1.22 1.51
H 5.31 -2.46 2.40
H 5.62 -2.66 4.85
H 1.14 -4.09 0.67
H 1.11 2.11 -4.08
H 1.71 -5.95 -7.53
H 1.64 4.85 1.00
H 2.92 -3.93 -8.32
H -1.03 -4.11 1.68
H -5.67 -0.30 1.24
H -0.81 -3.17 -0.36
H -0.51 2.56 4.62
H -1.89 -2.39 3.02
H 1.49 -2.62 1.59
H -1.65 4.89 -0.63
H 1.43 6.67 -0.66
H 1.03 0.38 -3.73
*
```

Its LUMO energy (alpha / beta) is 3.973 / 3.971 eV. The calculation puts the gap between HOMO and LUMO (alpha / beta) at 4.38 / 5.70 eV.

Mulliken atomic charge list, values in e, 2 entries: number 1, V, carries 0.27; number 2, S, carries -0.44